{
  "formula": "C33H32ClILuN7O2",
  "method": "ωB97M-V with the def2-TZVPD basis set",
  "charge": 2,
  "homo_ev": -12.6,
  "molar_mass_g_mol": 896.0,
  "total_energy_ev": -103502.598,
  "e_lumo_ev": -5.2,
  "species": ["Lu", "C", "C", "C", "C", "C", "C", "C", "N", "N", "C", "C", "C", "C", "C", "C", "N", "C", "C", "C", "C", "C", "C", "N", "H", "H", "H", "H", "H", "H", "H", "H", "H", "H", "H", "H", "H", "H", "H", "H", "H", "H", "H", "H", "Cl", "C", "C", "C", "I", "C", "O", "C", "N", "C", "C", "C", "C", "H", "H", "H", "H", "N", "C", "N", "C", "C", "O", "C", "C", "H", "H", "H", "H", "H", "H", "H", "H"],
  "coordinates": [[0.31, -0.69, 0.22], [-0.50, -2.49, -2.63], [0.38, -1.39, -3.20], [1.74, -1.27, -2.55], [2.82, -1.99, -3.01], [4.08, -1.74, -2.48], [4.23, -0.74, -1.53], [3.10, -0.09, -1.09], [1.87, -0.37, -1.55], [-1.12, -2.14, -1.33], [-2.34, -1.35, -1.55], [-2.93, -0.88, -0.24], [-4.28, -0.57, -0.16], [-4.81, -0.21, 1.07], [-3.98, -0.20, 2.19], [-2.65, -0.49, 2.01], [-2.11, -0.80, 0.82], [-1.45, -3.40, -0.63], [-0.20, -4.04, -0.11], [-0.07, -5.41, 0.01], [1.12, -5.93, 0.49], [2.15, -5.06, 0.82], [1.94, -3.70, 0.68], [0.79, -3.20, 0.22], [0.10, -3.39, -2.49], [-1.30, -2.74, -3.35], [-0.12, -0.42, -3.13], [0.53, -1.59, -4.26], [2.69, -2.72, -3.79], [4.94, -2.29, -2.83], [5.20, -0.48, -1.12], [3.17, 0.69, -0.34], [-3.09, -1.94, -2.08], [-2.10, -0.49, -2.17], [-4.90, -0.64, -1.04], [-5.86, 0.02, 1.17], [-4.36, 0.03, 3.17], [-1.97, -0.48, 2.86], [-1.97, -4.08, -1.31], [-2.13, -3.19, 0.20], [-0.89, -6.06, -0.27], [1.24, -7.00, 0.60], [3.10, -5.42, 1.19], [2.71, -2.99, 0.94], [2.89, 2.26, 6.28], [2.62, 1.35, 4.84], [3.55, 0.44, 4.43], [3.34, -0.32, 3.25], [4.82, -1.64, 2.65], [2.20, -0.18, 2.50], [1.93, -0.88, 1.40], [1.26, 0.80, 2.92], [0.17, 0.98, 2.09], [-0.70, 1.91, 2.40], [-0.60, 2.72, 3.54], [0.47, 2.54, 4.38], [1.45, 1.57, 4.08], [4.45, 0.30, 5.01], [-1.53, 2.04, 1.72], [-1.35, 3.46, 3.74], [0.58, 3.14, 5.27], [-0.48, 1.30, -0.87], [-0.68, 2.41, -1.11], [-0.92, 3.66, -1.42], [0.17, 4.55, -1.89], [-0.43, 5.54, -2.87], [-1.52, 6.22, -2.28], [-2.58, 5.33, -1.99], [-2.15, 4.33, -0.94], [0.94, 3.94, -2.37], [0.59, 5.07, -1.03], [-0.74, 5.03, -3.78], [0.32, 6.29, -3.13], [-2.91, 4.81, -2.89], [-3.40, 5.93, -1.60], [-2.92, 3.58, -0.77], [-1.92, 4.84, 0.00]]
}